(1)
Formula: C54H126N8O10
Source: the OMol25 dataset
Level of theory: ωB97M-V with the def2-TZVPD basis set

As for the energy above the lowest of the compared OMol25 structures with the same formula, charge and spin: 20.80 kcal/mol. The calculation puts the LUMO energy at 0.32 eV. The SMILES is CC1(C)CCCC(C)(C)N1O.CC1(C)CCCC(C)(C)N1O.CC1(C)CCCC(C)(C)N1O.CC1(C)CCCC(C)(C)N1O.COC[C@H](C)N.COC[C@H](C)N.COC[C@H](C)N.COC[C@H](C)N.OCCO. As for the frontier orbital gap: 8.4925 eV. The maximum force is 3.33 eV/Å.

Last column: Löwdin charge in e.
Cartesian coordinates (Å):
1 C 1.41 -1.16 0.03  -0.272
2 C 0.59 0.05 0.20  -0.207
3 O 0.38 0.50 1.58  -0.107
4 O 2.80 -0.87 0.06  -0.133
5 H 1.16 -1.61 -0.96  0.120
6 H 1.11 -1.86 0.78  0.098
7 H -0.50 -0.14 -0.08  0.131
8 H 1.00 0.89 -0.35  0.097
9 H 1.14 1.03 1.87  0.024
10 H 3.07 -0.50 -0.86  0.064
11 C 5.78 -0.31 -2.37  -0.034
12 C 4.45 -0.49 -3.09  -0.392
13 C 4.00 -1.93 -2.90  -0.232
14 O 5.02 -2.88 -3.07  -0.217
15 C 5.48 -3.13 -4.41  -0.068
16 N 3.31 0.32 -2.56  0.060
17 H 6.11 0.73 -2.27  0.079
18 H 6.61 -0.85 -2.83  0.082
19 H 5.82 -0.65 -1.35  0.077
20 H 4.55 -0.30 -4.13  0.122
21 H 3.18 -2.19 -3.56  0.124
22 H 3.68 -2.08 -1.83  0.118
23 H 6.31 -3.82 -4.35  0.091
24 H 5.79 -2.17 -4.79  0.062
25 H 4.67 -3.49 -5.11  0.103
26 H 3.75 1.23 -2.41  0.069
27 H 2.57 0.46 -3.21  0.081
28 C 3.32 2.89 4.66  -0.071
29 C 3.20 1.44 4.24  -0.391
30 C 2.04 0.74 4.90  -0.200
31 O 2.20 0.77 6.33  -0.176
32 C 1.27 -0.08 6.91  -0.121
33 N 2.87 1.36 2.77  0.056
34 H 3.53 2.88 5.74  0.082
35 H 2.42 3.52 4.52  0.082
36 H 4.11 3.50 4.11  0.095
37 H 4.19 0.98 4.46  0.142
38 H 1.95 -0.30 4.56  0.118
39 H 1.10 1.24 4.63  0.125
40 H 1.43 -0.14 7.98  0.084
41 H 1.34 -1.07 6.44  0.083
42 H 0.24 0.29 6.77  0.090
43 H 3.30 2.07 2.20  0.056
44 H 3.04 0.46 2.34  0.043
45 C 5.39 -1.78 2.39  -0.074
46 C 4.64 -2.29 3.58  -0.454
47 C 3.22 -2.57 3.08  -0.203
48 O 2.48 -3.21 4.10  -0.186
49 C 1.21 -3.69 3.73  -0.095
50 N 5.36 -3.41 4.17  0.057
51 H 5.53 -2.58 1.67  0.073
52 H 6.46 -1.52 2.69  0.111
53 H 4.88 -0.96 1.90  0.060
54 H 4.54 -1.52 4.33  0.126
55 H 3.25 -3.31 2.28  0.101
56 H 2.83 -1.68 2.65  0.085
57 H 0.58 -3.63 4.64  0.098
58 H 1.30 -4.68 3.29  0.076
59 H 0.74 -3.07 3.00  0.069
60 H 5.70 -3.95 3.35  0.076
61 H 4.74 -4.04 4.66  0.064
62 C 2.06 3.49 0.01  -0.069
63 C 2.49 4.33 -1.11  -0.445
64 C 2.27 5.87 -0.78  -0.210
65 O 0.90 6.06 -0.85  -0.215
66 C 0.34 7.33 -0.46  -0.045
67 N 3.80 3.99 -1.66  0.050
68 H 2.49 3.83 0.96  0.079
69 H 2.44 2.45 -0.11  0.077
70 H 0.96 3.66 0.11  0.087
71 H 1.84 4.15 -1.93  0.118
72 H 2.87 6.51 -1.45  0.118
73 H 2.76 5.98 0.20  0.121
74 H 0.18 7.86 -1.39  0.081
75 H 1.00 7.95 0.16  0.092
76 H -0.60 7.11 0.02  0.073
77 H 4.51 3.85 -0.97  0.063
78 H 4.08 4.69 -2.32  0.064
79 C 4.98 -6.90 -0.33  -0.007
80 C 3.47 -6.93 0.24  -0.498
81 C 3.01 -5.55 0.68  -0.124
82 C 2.79 -4.55 -0.53  -0.133
83 C 1.80 -5.16 -1.54  -0.138
84 C 2.04 -6.61 -1.85  -0.571
85 N 2.43 -7.41 -0.67  -0.090
86 O 2.57 -8.76 -1.06  -0.016
87 C 0.76 -7.22 -2.37  -0.043
88 C 3.03 -6.62 -2.98  -0.033
89 C 3.55 -7.83 1.49  -0.037
90 H 5.08 -5.95 -0.90  0.068
91 H 5.20 -7.76 -1.00  0.087
92 H 5.70 -6.98 0.45  0.054
93 H 2.06 -5.61 1.25  0.122
94 H 3.80 -5.10 1.29  0.102
95 H 3.76 -4.42 -1.00  0.089
96 H 2.37 -3.66 -0.15  0.066
97 H 1.76 -4.57 -2.45  0.113
98 H 0.75 -5.19 -1.10  0.132
99 H 0.42 -6.61 -3.19  0.077
100 H 0.91 -8.27 -2.75  0.102
101 H 0.00 -7.12 -1.58  0.092
102 H 2.57 -6.09 -3.81  0.087
103 H 3.98 -6.21 -2.71  0.061
104 H 3.19 -7.69 -3.23  0.101
105 H 2.60 -7.99 1.92  0.066
106 H 4.23 -7.31 2.17  0.081
107 H 4.04 -8.79 1.16  0.102
108 H 2.19 -9.24 -0.33  0.096
109 C -3.24 4.71 2.77  0.006
110 C -2.31 3.56 3.48  -0.480
111 C -2.75 3.56 4.95  -0.156
112 C -4.08 2.87 5.18  -0.181
113 C -3.95 1.45 4.70  -0.153
114 C -3.67 1.40 3.22  -0.462
115 N -2.40 2.18 2.99  -0.089
116 O -2.08 2.11 1.63  -0.044
117 C -3.41 -0.06 2.82  -0.038
118 C -4.91 1.80 2.35  -0.005
119 C -0.88 4.03 3.26  -0.029
120 H -3.08 5.62 3.33  0.078
121 H -4.26 4.41 2.78  0.042
122 H -2.95 4.81 1.73  0.057
123 H -1.99 3.03 5.56  0.130
124 H -2.87 4.57 5.29  0.105
125 H -4.75 3.43 4.56  0.089
126 H -4.37 2.91 6.24  0.127
127 H -4.84 0.93 4.91  0.109
128 H -3.10 0.96 5.17  0.127
129 H -3.34 -0.35 1.75  0.055
130 H -2.48 -0.31 3.32  0.082
131 H -4.23 -0.65 3.24  0.087
132 H -5.61 2.41 2.90  0.075
133 H -4.65 2.11 1.37  0.048
134 H -5.46 0.95 2.06  0.052
135 H -0.64 4.71 4.11  0.099
136 H -0.76 4.34 2.21  0.078
137 H -0.25 3.16 3.45  0.065
138 H -1.26 1.56 1.71  0.076
139 C -5.28 -1.89 0.07  -0.033
140 C -4.28 -1.65 -1.09  -0.536
141 C -2.92 -2.23 -0.78  -0.176
142 C -2.01 -2.38 -1.93  -0.206
143 C -2.59 -3.19 -3.10  -0.106
144 C -3.97 -2.56 -3.49  -0.513
145 N -4.80 -2.39 -2.28  -0.050
146 O -5.96 -1.62 -2.69  -0.059
147 C -3.65 -1.29 -4.27  -0.058
148 C -4.79 -3.44 -4.45  -0.044
149 C -4.10 -0.16 -1.23  -0.041
150 H -6.05 -1.12 0.37  0.099
151 H -4.71 -1.96 0.99  0.053
152 H -5.78 -2.88 -0.12  0.098
153 H -2.44 -1.65 0.06  0.120
154 H -3.04 -3.21 -0.28  0.132
155 H -1.08 -2.91 -1.55  0.122
156 H -1.70 -1.42 -2.23  0.080
157 H -2.72 -4.18 -2.69  0.111
158 H -1.83 -3.33 -3.90  0.129
159 H -3.07 -1.57 -5.18  0.094
160 H -4.53 -0.60 -4.56  0.123
161 H -2.94 -0.64 -3.81  0.037
162 H -5.06 -4.47 -4.10  0.095
163 H -5.64 -2.85 -4.83  0.080
164 H -4.14 -3.54 -5.35  0.084
165 H -5.08 0.32 -1.42  0.093
166 H -3.37 0.04 -2.03  0.056
167 H -3.65 0.25 -0.24  0.100
168 H -6.73 -1.99 -2.20  0.116
169 C -4.01 3.58 -1.24  -0.031
170 C -2.79 4.06 -1.99  -0.460
171 C -2.71 3.26 -3.29  -0.163
172 C -3.69 3.55 -4.38  -0.203
173 C -3.68 5.03 -4.67  -0.147
174 C -3.90 5.89 -3.42  -0.539
175 N -2.90 5.51 -2.43  -0.089
176 O -2.89 6.43 -1.34  -0.014
177 C -3.55 7.35 -3.84  -0.046
178 C -5.39 5.88 -3.04  -0.038
179 C -1.43 3.92 -1.18  0.002
180 H -3.63 2.73 -0.67  0.061
181 H -4.87 3.37 -1.89  0.074
182 H -4.41 4.35 -0.52  0.096
183 H -1.67 3.51 -3.68  0.145
184 H -2.75 2.20 -2.97  0.112
185 H -4.70 3.11 -4.15  0.121
186 H -3.42 2.96 -5.25  0.111
187 H -4.47 5.29 -5.41  0.133
188 H -2.76 5.30 -5.15  0.113
189 H -4.11 7.61 -4.73  0.072
190 H -3.89 8.07 -3.06  0.092
191 H -2.48 7.43 -4.10  0.095
192 H -5.62 6.13 -1.98  0.083
193 H -5.96 6.62 -3.64  0.089
194 H -5.86 4.87 -3.23  0.089
195 H -0.70 4.61 -1.48  0.033
196 H -1.05 2.89 -1.46  0.098
197 H -1.51 3.92 -0.10  0.052
198 H -3.80 6.40 -1.06  0.053

(2)
Formula: C54H134N10O2
Source: the OMol25 dataset
Level of theory: ωB97M-V with the def2-TZVPD basis set

As for the energy above the lowest of the compared OMol25 structures with the same formula, charge and spin: 1468.70 kcal/mol. The calculation puts the LUMO energy at 0.13 eV. As for the frontier orbital gap: 6.4495 eV. The maximum force is 12.89 eV/Å.

Last column: Löwdin charge in e.
Cartesian coordinates (Å):
1 C 0.43 3.44 -5.33  -0.070
2 C 0.75 1.95 -5.01  -0.243
3 N 1.91 1.72 -4.10  -0.191
4 C 2.03 0.31 -3.74  -0.204
5 C 3.00 0.18 -2.53  -0.054
6 C 3.14 2.36 -4.60  -0.203
7 C 3.57 1.93 -6.05  -0.063
8 H 1.13 3.95 -6.00  0.062
9 H 0.25 4.00 -4.42  0.075
10 H -0.51 3.49 -5.89  0.068
11 H -0.13 1.59 -4.49  0.105
12 H 0.76 1.37 -5.93  0.099
13 H 1.10 -0.22 -3.54  0.103
14 H 2.46 -0.34 -4.50  0.067
15 H 4.06 0.33 -2.75  0.104
16 H 2.76 0.91 -1.75  0.060
17 H 2.89 -0.82 -2.13  0.066
18 H 3.97 2.23 -3.89  0.102
19 H 3.04 3.44 -4.61  0.104
20 H 4.31 2.63 -6.44  0.066
21 H 2.72 2.00 -6.73  0.058
22 H 4.02 0.94 -6.11  0.052
23 C 1.22 0.03 2.71  0.000
24 C 0.31 0.80 1.72  -0.219
25 N -0.15 0.06 0.56  -0.070
26 C -1.08 -1.04 0.76  -0.166
27 C -2.27 -0.58 1.61  -0.123
28 C 1.05 -0.44 -0.19  -0.127
29 C 0.70 -0.86 -1.62  -0.288
30 H 2.17 -0.15 2.22  0.069
31 H 0.85 -0.97 2.91  0.057
32 H 1.44 0.52 3.66  0.097
33 H -0.60 1.12 2.23  0.084
34 H 0.77 1.76 1.49  0.010
35 H -1.44 -1.40 -0.20  0.001
36 H -0.54 -1.82 1.29  0.067
37 H -3.07 -1.31 1.70  0.093
38 H -1.97 -0.31 2.63  0.066
39 H -2.75 0.30 1.18  0.063
40 H 1.59 -1.25 0.29  0.082
41 H 1.78 0.36 -0.27  0.025
42 H 1.53 -0.87 -2.33  0.004
43 H -0.02 -0.18 -2.07  0.105
44 H 0.15 -1.80 -1.56  0.062
45 C 3.67 -1.56 1.09  -0.064
46 C 2.86 -2.77 0.72  -0.256
47 N 1.54 -2.86 1.28  -0.150
48 C 1.55 -2.82 2.76  -0.304
49 C 2.22 -4.04 3.38  -0.051
50 C 0.73 -3.94 0.72  -0.233
51 C -0.78 -3.74 0.86  -0.102
52 H 4.45 -1.52 0.33  0.092
53 H 4.12 -1.72 2.06  0.090
54 H 3.06 -0.65 0.97  0.034
55 H 2.83 -2.82 -0.37  0.107
56 H 3.38 -3.72 0.88  0.119
57 H 2.10 -1.95 3.12  0.106
58 H 0.56 -2.64 3.17  -0.124
59 H 3.26 -4.12 3.06  0.073
60 H 2.34 -4.09 4.46  0.079
61 H 1.67 -4.94 3.12  0.071
62 H 1.04 -4.89 1.15  0.136
63 H 0.91 -3.95 -0.36  0.037
64 H -1.03 -3.57 1.90  0.066
65 H -1.38 -4.62 0.62  0.105
66 H -1.18 -2.91 0.28  0.064
67 C 4.35 -3.14 -4.51  -0.060
68 C 3.38 -1.95 -4.63  -0.268
69 N 1.98 -2.26 -4.95  -0.178
70 C 1.29 -3.13 -4.02  -0.138
71 C 1.10 -2.35 -2.71  -0.299
72 C 1.83 -2.81 -6.31  -0.219
73 C 0.42 -2.57 -6.95  -0.055
74 H 5.37 -2.92 -4.21  0.074
75 H 4.34 -3.72 -5.44  0.069
76 H 4.02 -3.81 -3.72  0.058
77 H 3.45 -1.24 -3.81  0.055
78 H 3.82 -1.34 -5.42  0.110
79 H 1.93 -4.01 -3.91  0.112
80 H 0.30 -3.41 -4.37  0.110
81 H 0.54 -2.95 -1.99  0.061
82 H 0.60 -1.40 -2.89  0.048
83 H 2.04 -2.17 -2.20  0.112
84 H 2.56 -2.28 -6.93  0.111
85 H 2.07 -3.88 -6.30  0.106
86 H 0.24 -1.50 -7.08  0.072
87 H 0.38 -3.11 -7.89  0.069
88 H -0.35 -3.07 -6.35  0.028
89 C -1.84 1.38 5.30  -0.031
90 C -1.89 1.67 3.73  -0.225
91 N -1.54 3.04 3.29  -0.281
92 C -2.54 4.03 3.72  -0.186
93 C -2.59 5.30 2.82  -0.051
94 C -0.15 3.43 3.59  -0.148
95 C 0.84 2.43 3.07  -0.210
96 H -2.19 2.26 5.84  0.081
97 H -0.82 1.16 5.61  0.094
98 H -2.51 0.56 5.56  -0.013
99 H -1.51 0.87 3.10  0.057
100 H -2.95 1.60 3.50  0.052
101 H -3.53 3.57 3.70  0.107
102 H -2.38 4.31 4.76  0.106
103 H -1.73 5.97 2.79  0.078
104 H -2.78 5.04 1.78  0.033
105 H -3.46 5.92 3.03  0.080
106 H 0.00 3.60 4.65  0.134
107 H 0.04 4.36 3.06  0.089
108 H 1.88 2.72 3.19  0.076
109 H 0.70 2.22 2.01  -0.056
110 H 0.83 1.50 3.63  0.062
111 C 2.98 5.99 2.93  -0.065
112 C 2.38 4.57 2.83  -0.259
113 N 2.99 3.80 1.74  -0.111
114 C 2.09 2.71 1.28  -0.266
115 C 2.55 1.95 0.05  -0.099
116 C 4.40 3.43 1.90  -0.226
117 C 4.67 2.38 2.97  -0.064
118 H 2.97 6.57 2.01  0.078
119 H 3.98 5.87 3.35  0.057
120 H 2.47 6.61 3.67  0.065
121 H 2.58 3.99 3.73  0.106
122 H 1.32 4.74 2.64  0.091
123 H 1.98 2.00 2.10  0.052
124 H 1.12 3.14 1.01  0.142
125 H 2.72 2.62 -0.80  0.099
126 H 3.46 1.41 0.31  0.109
127 H 1.71 1.31 -0.22  0.002
128 H 5.01 4.31 2.08  0.105
129 H 4.79 3.17 0.92  0.108
130 H 4.44 2.73 3.98  0.075
131 H 5.71 2.06 2.91  0.075
132 H 4.07 1.49 2.79  0.060
133 C -5.41 -0.71 3.40  -0.038
134 C -4.29 0.21 2.80  -0.255
135 N -4.82 1.14 1.82  -0.135
136 C -3.93 2.27 1.61  -0.266
137 C -4.59 3.51 0.92  -0.037
138 C -5.22 0.54 0.57  -0.192
139 C -4.17 -0.41 -0.09  -0.073
140 H -5.07 -1.39 4.18  0.017
141 H -5.61 -1.43 2.61  0.067
142 H -6.28 -0.10 3.65  0.087
143 H -3.87 0.79 3.61  0.092
144 H -3.46 -0.42 2.46  0.005
145 H -3.76 2.70 2.60  0.073
146 H -2.97 1.97 1.20  0.038
147 H -4.74 3.38 -0.16  0.077
148 H -5.54 3.84 1.34  0.085
149 H -3.91 4.34 1.10  0.028
150 H -5.63 1.24 -0.16  0.110
151 H -6.15 -0.01 0.74  0.104
152 H -3.24 0.13 -0.26  0.071
153 H -4.57 -0.78 -1.04  0.080
154 H -3.96 -1.24 0.57  0.068
155 C -3.03 -3.23 -5.05  -0.086
156 C -2.98 -3.77 -3.66  -0.280
157 N -1.75 -3.59 -2.98  -0.158
158 C -1.64 -4.37 -1.75  -0.169
159 C -0.20 -4.45 -1.22  -0.169
160 C -1.27 -2.23 -2.87  -0.231
161 C -1.93 -1.41 -1.81  -0.058
162 H -3.94 -3.49 -5.60  0.080
163 H -2.16 -3.51 -5.64  0.057
164 H -3.06 -2.14 -5.05  0.071
165 H -3.77 -3.31 -3.07  0.114
166 H -3.21 -4.83 -3.79  0.120
167 H -1.87 -5.39 -2.04  0.123
168 H -2.42 -4.13 -1.03  0.116
169 H 0.44 -4.84 -2.00  0.141
170 H -0.14 -5.12 -0.37  0.091
171 H 0.10 -3.50 -0.76  0.035
172 H -0.20 -2.30 -2.68  -0.056
173 H -1.36 -1.79 -3.86  0.141
174 H -1.83 -1.91 -0.85  0.034
175 H -1.46 -0.43 -1.71  0.105
176 H -3.00 -1.38 -2.03  0.083
177 C -0.59 -2.69 3.68  -0.028
178 C -1.34 -1.64 4.43  -0.404
179 O -1.06 -0.42 4.39  -0.063
180 N -2.44 -2.05 5.00  0.078
181 C -3.38 -1.16 5.66  -0.038
182 H -0.54 -2.41 2.63  0.061
183 H -1.02 -3.69 3.61  0.139
184 H 0.42 -2.87 4.06  0.107
185 H -2.52 -3.02 5.26  0.151
186 H -3.44 -1.46 6.70  0.108
187 H -4.40 -1.32 5.31  0.048
188 H -3.14 -0.10 5.55  0.020
189 C 0.74 2.12 -1.63  -0.027
190 C -0.26 2.88 -0.79  -0.508
191 O -0.40 4.08 -0.97  0.034
192 N -0.85 2.19 0.20  0.065
193 C -1.65 2.77 1.25  -0.156
194 H 0.55 1.06 -1.48  0.056
195 H 1.74 2.45 -1.33  0.027
196 H 0.61 2.37 -2.69  0.082
197 H -0.74 1.19 0.26  -0.020
198 H -2.44 3.39 0.82  0.087
199 H -1.13 3.57 1.80  0.101
200 H -2.01 2.00 1.93  0.058

frontier orbital gap of number 1 (C54H126N8O10)?
8.4925 eV

The highest maximum force belongs to which entry?
C54H134N10O2

Which formula does entry 2 have?
C54H134N10O2

Which value of maximum force does entry 1 give?
3.33 eV/Å